Formula: H14InLi3O15P2
Source: the OMol25 dataset
Level of theory: wB97M-V/def2-TZVPD

Computed properties:
* orbital gap (alpha / beta): 0.27240 / 0.25467 Eh
* <S²>: 0.761
* highest occupied orbital energy (alpha / beta): -6.56 / -6.47 eV
* LUMO energy (alpha / beta): 0.0313 / 0.0168 Ha
* multiplicity: 2
* total charge: -1

XYZ file:
```
35
Properties=species:S:1:pos:R:3:nbo_charge:R:1
Li 1.58 0.52 1.25 0.92
Li -1.04 1.09 1.85 0.92
Li 0.61 -0.40 -2.68 0.96
In 0.30 3.46 -0.92 0.89
P 0.63 2.75 2.55 2.47
O 0.75 3.99 3.40 -0.82
O -0.71 2.95 1.87 -0.98
O 0.47 1.40 3.21 -1.26
O 1.64 2.53 1.39 -1.26
P -0.20 -0.12 -0.25 2.51
O -1.15 1.08 -0.02 -1.29
O -0.60 -1.06 -1.45 -1.33
O 0.15 -0.77 1.10 -1.27
O 1.15 0.61 -0.66 -1.37
O -0.77 -3.64 -1.99 -0.96
H -0.61 -2.70 -2.11 0.49
H -1.59 -3.80 -2.46 0.46
O 0.60 -1.11 3.63 -1.00
H 0.25 -1.45 2.81 0.48
H 0.60 -0.16 3.52 0.49
O 3.17 2.59 -1.75 -0.96
H 3.68 2.56 -0.94 0.49
H 3.01 1.67 -1.96 0.48
O -0.50 -3.25 1.20 -0.99
H -0.29 -3.64 0.35 0.47
H -0.25 -2.33 1.11 0.48
O -2.99 -0.46 -2.45 -0.96
H -3.02 -1.00 -3.24 0.45
H -2.06 -0.38 -2.25 0.49
O -3.95 1.27 -0.31 -0.97
H -3.01 1.34 -0.11 0.50
H -4.00 1.38 -1.25 0.47
O 2.82 -1.89 -1.09 -0.95
H 3.39 -1.29 -0.62 0.47
H 1.94 -1.71 -0.75 0.49
```


Formula: H14LiO7
Source: the OMol25 dataset
Level of theory: wB97M-V/def2-TZVPD

Computed properties:
* orbital gap: 0.35947 Eh
* highest occupied orbital energy: -13.40 eV
* LUMO energy: -0.1329 Ha
* total charge: +1

XYZ file:
```
22
Properties=species:S:1:pos:R:3:nbo_charge:R:1
Li -0.16 -0.27 -0.13 0.90
O 0.74 -1.30 1.88 -0.96
H 0.06 -0.99 2.50 0.47
H 1.56 -1.16 2.40 0.49
O -0.28 1.75 0.73 -0.95
H -0.07 1.97 1.72 0.53
H -1.20 1.70 0.64 0.49
O -0.08 -2.73 -1.01 -0.93
H 0.38 -3.25 -1.66 0.48
H 0.15 -3.41 -0.44 0.47
O -1.75 -0.75 1.08 -0.94
H -1.93 -1.53 1.39 0.48
H -2.58 -0.40 1.42 0.49
O 1.34 3.13 -0.47 -0.96
H 0.53 3.85 -0.39 0.44
H 0.75 2.52 0.07 0.46
O 1.98 -0.09 -0.67 -0.97
H 2.89 -0.45 -0.82 0.50
H 1.94 0.28 -1.57 0.49
O -1.04 0.16 -2.13 -0.95
H -1.19 1.04 -2.35 0.48
H -2.07 -0.07 -2.19 0.49
```


Formula: H14Na3O11S
Source: the OMol25 dataset
Level of theory: wB97M-V/def2-TZVPD

Computed properties:
* orbital gap: 0.13039 Eh
* highest occupied orbital energy: -8.11 eV
* LUMO energy: -0.1678 Ha
* total charge: +1

XYZ file:
```
29
Properties=species:S:1:pos:R:3:nbo_charge:R:1
Na 3.28 -4.92 -7.44 0.99
Na 7.72 -8.48 -0.39 1.00
Na -0.22 -6.24 -2.15 0.99
S 3.44 -8.27 -4.05 2.62
O 2.16 -8.88 -3.79 -1.15
O 4.51 -8.83 -3.23 -1.11
O 3.63 -8.44 -5.47 -1.15
O 3.18 -6.84 -3.87 -1.19
O 3.48 -2.85 -1.63 -0.94
H 3.90 -2.21 -2.20 0.47
H 3.55 -3.68 -2.10 0.48
O -2.04 -10.67 -4.22 -0.93
H -2.58 -9.92 -4.47 0.45
H -1.15 -10.32 -4.17 0.48
O 7.78 -8.99 -7.64 -0.94
H 7.96 -8.18 -7.17 0.46
H 6.88 -9.21 -7.40 0.48
O 2.28 -11.45 -8.40 -0.94
H 2.12 -11.05 -9.26 0.46
H 2.50 -10.71 -7.83 0.48
O 5.47 -13.32 -2.44 -0.95
H 5.36 -12.37 -2.41 0.47
H 5.17 -13.57 -3.31 0.48
O 1.36 -12.49 -1.67 -0.95
H 1.35 -11.77 -2.30 0.48
H 2.26 -12.81 -1.68 0.47
O -0.62 -3.31 -4.93 -0.94
H -1.17 -3.43 -5.70 0.48
H 0.17 -2.88 -5.26 0.47
```


Formula: H14O6S2
Source: the OMol25 dataset
Level of theory: wB97M-V/def2-TZVPD

Computed properties:
* orbital gap: 0.14083 Eh
* highest occupied orbital energy: -10.18 eV
* LUMO energy: -0.2334 Ha
* total charge: 0

XYZ file:
```
22
Properties=species:S:1:pos:R:3:nbo_charge:R:1
S 0.93 1.97 -0.72 -0.09
S -2.99 0.03 -0.21 -0.11
H 0.34 3.05 -1.16 0.11
H -3.88 0.02 -1.18 0.12
H -0.59 -1.37 -1.16 0.47
H -0.61 -1.76 0.44 0.51
O -0.28 -2.07 -0.55 -1.00
H 2.78 -0.95 -1.62 0.48
H 1.46 -1.56 -0.97 0.51
O 2.40 -1.45 -0.86 -0.96
H -1.26 1.45 0.90 0.48
H -1.94 2.17 2.25 0.49
O -1.24 1.69 1.89 -0.98
H 1.96 0.91 0.84 0.45
H 2.33 -0.53 0.54 0.50
O 2.41 0.18 1.26 -0.96
H 1.26 -0.86 2.15 0.51
H -0.25 -0.28 2.21 0.49
O 0.32 -1.10 2.16 -1.00
H -1.70 -0.14 -1.68 0.42
H -0.55 0.76 -2.17 0.47
O -0.90 -0.16 -2.37 -0.90
```


Formula: H14O7
Source: the OMol25 dataset
Level of theory: wB97M-V/def2-TZVPD

Computed properties:
* orbital gap: 0.40025 Eh
* highest occupied orbital energy: -10.67 eV
* LUMO energy: 0.0081 Ha
* SMILES: O.O.O.O.O.O.O
* total charge: 0

XYZ file:
```
21
Properties=species:S:1:pos:R:3:nbo_charge:R:1
O -1.07 -1.02 -1.11 -0.93
H -1.40 -0.36 -0.49 0.47
H -0.12 -1.04 -0.96 0.46
O -1.01 -0.40 -4.48 -0.92
H -0.11 -0.08 -4.62 0.46
H -1.54 0.12 -5.09 0.47
O 2.07 -1.37 2.00 -0.93
H 1.31 -0.92 1.60 0.47
H 1.71 -2.21 2.31 0.46
O -0.97 1.45 2.25 -0.94
H -1.32 2.01 1.55 0.47
H -1.36 1.80 3.05 0.47
O -2.66 -0.65 1.29 -0.94
H -3.10 -1.48 1.53 0.47
H -1.74 -0.91 1.16 0.47
O 0.34 1.51 -1.75 -0.93
H 1.03 1.02 -2.23 0.47
H 0.77 2.33 -1.50 0.47
O 3.17 0.31 1.91 -0.92
H 3.45 -0.14 1.10 0.47
H 3.40 1.23 1.76 0.45
```


Formula: H14O7
Source: the OMol25 dataset
Level of theory: wB97M-V/def2-TZVPD

Computed properties:
* orbital gap: 0.40773 Eh
* highest occupied orbital energy: -10.74 eV
* LUMO energy: 0.0129 Ha
* SMILES: O.O.O.O.O.O.O
* total charge: 0

XYZ file:
```
21
Properties=species:S:1:pos:R:3:nbo_charge:R:1
O 1.91 0.02 0.65 -0.96
H 1.58 -0.80 0.94 0.48
H 1.97 -0.01 -0.25 0.49
O -2.49 0.61 -0.96 -0.96
H -2.32 1.39 -0.37 0.50
H -3.41 0.62 -1.19 0.48
O -2.08 -0.50 1.50 -0.95
H -1.73 0.20 2.03 0.48
H -2.16 -0.23 0.61 0.50
O 0.01 -1.92 1.31 -1.04
H 0.41 -2.55 1.98 0.49
H -0.76 -1.37 1.67 0.51
O 0.41 -0.86 -1.46 -0.99
H -0.12 -0.09 -1.27 0.49
H 0.31 -1.49 -0.70 0.50
O -0.32 1.49 0.35 -1.01
H 0.40 0.91 0.53 0.50
H -0.02 2.27 0.91 0.48
O 3.07 0.73 -1.83 -0.95
H 2.79 1.55 -2.20 0.47
H 2.53 0.06 -2.25 0.48
```